Entry 1:
Entry from OMol25: 12 unconnected molecules or ions with the total composition C46H120N16O12 (the ωB97M-V functional and the def2-TZVPD basis).

Output
* total energy: -98057.4412 eV
* energy above the lowest of the compared OMol25 structures with the same formula, charge and spin: 49.3 kcal/mol

Each line ends with the Löwdin charge.
Cartesian coordinates (Å):
C -1.453 -0.035 -7.096  -0.03
C -1.499 1.426 -6.671  -0.55
C -1.192 2.366 -7.847  -0.04
C -2.991 1.685 -6.258  -0.14
C -3.348 1.087 -4.926  -0.21
C -2.434 1.627 -3.873  -0.14
C -0.950 1.238 -4.213  -0.44
C -0.093 2.033 -3.209  -0.04
C -0.759 -0.291 -4.067  -0.01
N -0.682 1.845 -5.580  -0.09
O 0.733 1.716 -5.939  -0.04
H -2.016 -0.155 -8.016  0.08
H -0.388 -0.304 -7.355  0.11
H -1.881 -0.753 -6.416  0.06
H -1.178 3.398 -7.458  0.09
H -0.280 2.121 -8.358  0.07
H -1.939 2.148 -8.667  0.10
H -3.236 2.749 -6.147  0.12
H -3.599 1.436 -7.094  0.11
H -4.429 1.245 -4.679  0.13
H -3.218 -0.003 -4.988  0.09
H -2.647 1.269 -2.853  0.12
H -2.560 2.748 -3.857  0.12
H -0.296 3.113 -3.381  0.08
H 0.955 1.991 -3.412  0.05
H -0.280 1.642 -2.219  0.06
H -0.105 -0.545 -4.899  0.08
H -1.663 -0.855 -4.132  0.04
H -0.315 -0.520 -3.074  0.09
H 0.981 2.675 -5.930  0.12
C 5.919 5.285 -0.853  -0.05
C 5.934 3.972 -1.531  -0.54
C 6.419 4.112 -2.980  -0.02
C 6.922 3.124 -0.781  -0.17
C 6.871 1.653 -1.136  -0.19
C 5.500 1.126 -0.813  -0.15
C 4.379 1.864 -1.488  -0.51
C 4.225 1.352 -2.936  0.00
C 3.108 1.474 -0.760  -0.05
N 4.569 3.346 -1.369  -0.09
O 3.604 4.063 -2.061  -0.02
H 5.558 5.062 0.119  0.07
H 6.937 5.551 -0.583  0.09
H 5.460 6.126 -1.383  0.10
H 5.775 4.749 -3.540  0.07
H 7.345 4.705 -3.006  0.09
H 6.672 3.190 -3.467  0.06
H 7.908 3.648 -0.955  0.15
H 6.667 3.142 0.256  0.11
H 7.198 1.541 -2.160  0.10
H 7.664 1.184 -0.486  0.14
H 5.485 1.268 0.292  0.13
H 5.489 0.040 -1.055  0.13
H 3.517 2.047 -3.359  0.07
H 3.919 0.319 -2.935  0.08
H 5.162 1.373 -3.470  0.07
H 2.926 0.381 -0.831  0.07
H 2.264 2.028 -1.253  0.08
H 3.172 1.807 0.309  0.09
H 3.068 4.407 -1.343  0.10
C -1.663 -4.547 4.102  -0.13
O -2.958 -4.130 4.040  -0.15
C -3.205 -3.063 3.245  -0.25
C -4.724 -2.779 3.283  -0.42
C -5.167 -1.637 2.420  -0.06
N -5.310 -2.592 4.629  0.05
H -1.632 -5.317 4.882  0.09
H -0.986 -3.689 4.482  0.10
H -1.133 -5.001 3.270  0.07
H -2.671 -2.183 3.622  0.10
H -2.912 -3.189 2.182  0.10
H -5.264 -3.708 3.030  0.13
H -4.983 -1.922 1.343  0.08
H -4.542 -0.768 2.704  0.06
H -6.200 -1.398 2.573  0.07
H -5.003 -3.390 5.146  0.05
H -5.024 -1.746 5.088  0.03
C 2.314 -5.763 4.177  -0.08
O 1.920 -4.651 3.347  -0.22
C 3.039 -3.830 2.970  -0.18
C 2.798 -2.345 3.391  -0.37
C 1.461 -1.941 2.706  -0.05
N 4.026 -1.519 3.045  0.05
H 1.350 -6.214 4.429  0.08
H 2.745 -5.458 5.143  0.10
H 2.840 -6.556 3.674  0.08
H 3.939 -4.107 3.442  0.11
H 3.141 -3.783 1.901  0.09
H 2.719 -2.334 4.449  0.11
H 0.704 -2.643 3.042  0.06
H 1.519 -1.963 1.594  0.06
H 1.270 -0.893 2.976  0.07
H 3.780 -0.554 2.738  0.06
H 4.559 -1.939 2.282  0.02
C -7.867 4.133 2.252  -0.11
O -6.712 3.378 2.460  -0.19
C -5.534 4.121 2.540  -0.22
C -4.473 3.377 3.321  -0.44
C -3.290 4.285 3.471  -0.05
N -4.081 2.054 2.887  0.08
H -7.963 4.316 1.179  0.08
H -7.852 5.001 2.916  0.09
H -8.751 3.489 2.458  0.10
H -5.221 4.228 1.498  0.11
H -5.700 5.083 2.993  0.12
H -4.944 3.306 4.274  0.14
H -2.684 3.927 4.337  0.10
H -3.573 5.316 3.570  0.07
H -2.801 4.160 2.534  0.05
H -4.882 1.478 2.965  0.07
H -3.890 2.027 1.897  0.08
C 1.843 -3.194 -3.763  -0.09
O 2.209 -3.769 -2.522  -0.26
C 1.080 -4.150 -1.691  -0.18
C 1.481 -4.885 -0.459  -0.43
C 1.956 -6.301 -0.680  -0.05
N 0.330 -4.854 0.516  0.08
H 1.877 -3.932 -4.617  0.10
H 2.607 -2.468 -4.062  0.09
H 0.841 -2.726 -3.793  0.08
H 0.573 -3.248 -1.441  0.08
H 0.389 -4.843 -2.231  0.15
H 2.376 -4.389 -0.011  0.11
H 2.791 -6.273 -1.427  0.09
H 1.246 -6.950 -1.134  0.06
H 2.282 -6.747 0.270  0.08
H 0.609 -5.142 1.445  0.04
H 0.008 -3.892 0.628  0.04
C -3.935 -1.458 -2.253  -0.13
O -4.565 -2.611 -1.759  -0.16
C -3.504 -3.452 -1.349  -0.24
C -3.982 -4.846 -1.067  -0.44
C -4.649 -4.902 0.296  -0.07
N -2.915 -5.872 -1.028  0.04
H -3.422 -0.859 -1.477  0.09
H -4.681 -0.842 -2.748  0.09
H -3.191 -1.736 -3.018  0.07
H -2.818 -3.561 -2.251  0.13
H -2.915 -2.997 -0.534  0.12
H -4.730 -5.090 -1.825  0.14
H -5.444 -4.122 0.472  0.09
H -3.902 -4.712 1.128  0.07
H -4.980 -5.937 0.521  0.08
H -2.010 -5.546 -0.599  0.07
H -2.609 -5.929 -1.978  0.04
C 4.511 2.278 4.387  -0.09
O 3.380 2.130 3.558  -0.21
C 2.831 3.314 3.018  -0.21
C 1.323 3.128 2.948  -0.45
C 0.672 4.306 2.319  -0.07
N 0.755 2.776 4.282  0.07
H 4.586 3.304 4.787  0.09
H 5.430 1.973 3.864  0.09
H 4.380 1.608 5.202  0.07
H 2.932 4.164 3.731  0.13
H 3.294 3.539 2.067  0.11
H 1.194 2.266 2.244  0.12
H -0.360 4.068 2.004  0.07
H 1.204 4.488 1.394  0.07
H 0.610 5.219 2.863  0.08
H 0.545 3.749 4.604  0.10
H 1.506 2.329 4.776  0.06
N 3.417 -2.063 -0.704  0.17
C 4.667 -2.783 -0.653  -0.60
N 5.041 -3.492 -1.753  0.17
O 5.467 -2.557 0.279  -0.02
H 3.089 -1.828 0.255  0.08
H 2.731 -2.432 -1.317  0.03
H 5.939 -3.963 -1.804  0.11
H 4.256 -3.946 -2.193  0.07
N -1.620 -0.608 1.471  0.20
C -0.601 -0.601 0.514  -0.67
N 0.087 0.517 0.350  0.21
O -0.334 -1.639 -0.098  -0.02
H -1.730 0.036 2.271  0.09
H -2.036 -1.490 1.504  0.03
H 0.922 0.530 -0.199  0.06
H -0.225 1.420 0.677  0.08
N -1.907 0.993 4.597  0.15
C -2.312 -0.093 5.316  -0.68
N -1.329 -0.860 5.849  0.17
O -3.499 -0.375 5.497  0.00
H -0.914 1.190 4.448  0.06
H -2.695 1.447 4.111  0.05
H -1.597 -1.511 6.526  0.09
H -0.348 -0.609 5.774  0.10
N -1.526 4.641 -1.576  0.15
C -2.407 3.843 -0.853  -0.65
N -3.757 4.152 -1.014  0.14
O -2.080 2.998 -0.038  0.01
H -2.008 5.413 -1.991  0.09
H -0.575 4.753 -1.229  0.11
H -4.062 4.677 -1.843  0.10
H -4.489 3.669 -0.505  0.09

=====

Entry 2:
Entry from OMol25: a molecular structure, C37H39F5N3O4PtSeTe (the ωB97M-V functional and the def2-TZVPD basis).

Output
* total energy: -141132.0988 eV
* spin multiplicity: 2

Each line ends with the Mulliken spin population.
Cartesian coordinates (Å):
Pt 1.631 -0.289 -1.040  0.14
C -2.264 3.477 -2.455  0.00
N -0.963 3.924 -2.003  0.00
C -0.796 5.340 -1.776  0.00
C 0.010 3.010 -1.808  0.01
O -0.154 1.818 -1.994  0.01
C 1.341 3.545 -1.282  0.00
O 2.203 2.450 -1.168  -0.01
C 3.503 2.765 -0.755  0.00
C 4.316 1.482 -0.924  0.00
O 3.767 0.463 -1.332  0.01
N 5.624 1.517 -0.634  0.00
C 6.433 0.339 -0.867  0.00
C 6.348 2.679 -0.186  0.00
H -3.010 3.620 -1.672  0.00
H -2.198 2.417 -2.688  0.00
H -2.561 4.024 -3.350  0.00
H -1.747 5.838 -1.955  0.00
H -0.052 5.769 -2.452  0.00
H -0.494 5.550 -0.749  0.00
H 1.179 4.024 -0.301  0.00
H 1.747 4.293 -1.980  0.00
H 3.509 3.095 0.297  0.00
H 3.931 3.562 -1.384  0.00
H 5.793 -0.457 -1.233  0.00
H 6.902 0.015 0.061  0.00
H 7.205 0.556 -1.605  0.00
H 5.692 3.410 0.276  0.00
H 6.880 3.151 -1.017  0.00
H 7.081 2.366 0.558  0.00
F 3.140 -6.649 -2.832  0.00
C 3.049 -5.543 -2.080  0.01
C 3.994 -4.528 -2.198  0.00
F 4.993 -4.643 -3.085  0.00
C 3.913 -3.416 -1.379  0.00
F 4.858 -2.469 -1.477  0.00
C 2.890 -3.249 -0.447  0.00
Se 2.831 -1.748 0.681  0.06
C 1.945 -4.272 -0.362  0.01
F 0.939 -4.164 0.514  0.00
C 2.018 -5.404 -1.155  -0.01
F 1.103 -6.379 -1.035  0.00
C -6.276 2.865 3.466  0.00
C -5.094 2.234 2.795  0.01
C -5.060 0.883 2.495  0.00
C -3.974 0.314 1.843  -0.06
C -3.987 -1.155 1.555  0.03
C -2.887 1.107 1.468  0.01
Te -1.264 0.288 0.142  0.46
N -0.130 -1.118 -1.216  0.22
C -0.081 -2.195 -1.973  0.04
O 1.004 -2.503 -2.517  0.03
C -1.278 -3.062 -2.121  -0.03
C -1.091 -4.387 -2.500  0.00
C -2.166 -5.250 -2.591  0.00
C -3.445 -4.792 -2.322  0.00
C -3.644 -3.463 -1.983  0.02
C -2.566 -2.602 -1.876  0.01
C -0.521 -0.931 1.715  0.08
C -0.910 -2.253 1.820  0.01
C -0.419 -3.051 2.839  0.00
C 0.476 -2.526 3.752  0.00
C 0.891 -1.213 3.628  0.00
C 0.408 -0.404 2.608  -0.08
C 0.909 0.996 2.439  0.05
C -2.922 2.473 1.754  -0.02
C -1.814 3.419 1.374  0.00
C -4.009 3.013 2.426  -0.01
H -6.997 2.114 3.774  0.00
H -6.772 3.556 2.783  0.00
H -5.962 3.429 4.343  0.00
H -5.899 0.257 2.765  0.00
H -5.006 -1.525 1.458  0.00
H -3.504 -1.697 2.367  0.00
H -3.436 -1.366 0.635  0.02
H -0.088 -4.718 -2.723  0.00
H -2.001 -6.281 -2.868  0.00
H -4.288 -5.466 -2.391  0.00
H -4.643 -3.092 -1.797  0.00
H -2.717 -1.560 -1.621  0.00
H -1.579 -2.681 1.087  0.00
H -0.727 -4.083 2.908  0.00
H 0.869 -3.142 4.548  0.00
H 1.611 -0.811 4.328  0.00
H 1.643 1.243 3.202  0.00
H 0.078 1.699 2.498  -0.02
H 1.380 1.087 1.452  -0.02
H -1.103 2.931 0.709  0.01
H -1.290 3.761 2.267  0.00
H -2.226 4.297 0.875  0.00
H -4.016 4.070 2.658  0.00

=====

Entry 3:
Entry from OMol25: 4 unconnected molecules or ions with the total composition CH11N2O3 (the ωB97M-V functional and the def2-TZVPD basis).

Output
* total energy: -10335.6931 eV
* spin multiplicity: 2
* energy above the lowest of the compared OMol25 structures with the same formula, charge and spin: 7.9 kcal/mol

Each line ends with the Mulliken spin population.
Cartesian coordinates (Å):
N 0.169 0.180 -0.097  0.14
C 0.546 0.284 -1.378  0.72
N -0.370 0.152 -2.377  0.11
H -0.823 0.174 0.207  -0.03
H 0.941 0.387 0.525  -0.01
H 1.612 0.180 -1.628  0.06
H -0.360 0.033 -3.367  0.00
H -1.329 -0.059 -2.021  -0.02
H 3.366 1.887 -0.017  0.00
H 2.551 2.665 1.007  0.00
O 2.578 1.828 0.536  0.01
H -3.365 0.094 -0.278  0.00
H -3.328 -1.439 -0.136  0.00
O -2.791 -0.675 -0.364  0.02
H -0.412 -1.365 3.709  0.00
H 0.256 -2.577 3.093  0.00
O 0.034 -1.661 2.904  0.01

=====

Entry 4:
Entry from OMol25: C12H15N3O2S in the gas phase (the ωB97M-V functional and the def2-TZVPD basis).

Output
* total energy: -32087.8562 eV
* energy above the lowest of the compared OMol25 structures with the same formula, charge and spin: 38.4 kcal/mol

Each line ends with the natural charge from an NBO analysis.
Cartesian coordinates (Å):
C -0.458 -5.249 -0.190  -0.63
C -0.234 -3.966 0.550  -0.03
C 1.047 -3.447 0.695  -0.20
C 1.263 -2.274 1.392  -0.20
C 0.203 -1.585 1.970  -0.04
C 0.435 -0.274 2.668  -0.42
C 0.558 0.850 1.633  -0.23
N -0.689 1.016 0.921  -0.86
S -0.771 2.285 -0.134  2.34
O -0.375 3.465 0.565  -0.91
O -2.053 2.220 -0.775  -0.95
C 0.402 1.903 -1.410  -0.27
C 1.765 1.856 -1.548  -0.05
N 2.082 1.397 -2.783  -0.45
C 0.948 1.169 -3.390  0.18
N -0.106 1.453 -2.596  -0.50
C -1.078 -2.102 1.826  -0.24
C -1.293 -3.277 1.128  -0.16
H -1.492 -5.338 -0.514  0.22
H -0.232 -6.097 0.458  0.22
H 0.193 -5.312 -1.060  0.22
H 1.885 -3.970 0.255  0.21
H 2.267 -1.888 1.493  0.21
H 1.358 -0.312 3.248  0.22
H -0.395 -0.049 3.338  0.22
H 1.382 0.621 0.942  0.18
H 0.759 1.809 2.114  0.23
H -1.052 0.160 0.527  0.41
H 2.523 2.139 -0.847  0.22
H 0.858 0.800 -4.391  0.20
H -1.097 1.418 -2.783  0.45
H -1.915 -1.582 2.270  0.21
H -2.297 -3.664 1.030  0.20

=====

Entry 5:
Entry from OMol25: a molecular structure, C24H32N4OSY (the ωB97M-V functional and the def2-TZVPD basis).

Output
* total energy: -45270.3150 eV
* net charge: +3

Each line ends with the natural charge from an NBO analysis.
Cartesian coordinates (Å):
Y 10.990 9.101 10.084  2.29
C 7.856 9.234 11.000  -0.26
N 8.803 10.301 10.475  -0.54
C 8.493 10.759 9.112  -0.27
C 9.740 10.753 8.227  0.16
C 10.331 11.887 7.620  -0.21
C 11.352 11.729 6.669  -0.09
C 11.759 10.433 6.311  -0.22
C 11.098 9.371 6.903  0.07
N 10.258 9.506 7.965  -0.65
C 9.065 11.390 11.448  -0.28
C 10.281 11.189 12.303  0.23
C 10.661 12.280 13.071  -0.23
C 11.528 12.012 14.114  -0.08
C 12.201 10.777 14.147  -0.23
C 11.872 9.800 13.224  0.06
N 10.982 10.022 12.235  -0.67
C 8.107 7.852 10.372  0.22
C 7.097 7.128 9.773  -0.23
C 7.309 5.851 9.291  -0.07
C 8.655 5.378 9.288  -0.21
C 9.578 6.132 9.968  0.05
N 9.375 7.405 10.383  -0.65
H 6.805 9.561 10.833  0.24
H 8.029 9.220 12.118  0.25
H 8.041 11.762 9.187  0.25
H 7.702 10.116 8.663  0.26
H 9.981 12.871 7.902  0.26
H 11.692 12.669 6.235  0.27
H 12.604 10.338 5.596  0.28
H 11.310 8.302 6.618  0.24
H 8.247 11.521 12.148  0.26
H 9.211 12.405 10.968  0.25
H 10.297 13.300 12.794  0.26
H 11.628 12.750 14.917  0.27
H 13.010 10.595 14.843  0.27
H 12.443 8.870 13.257  0.23
H 6.079 7.597 9.774  0.26
H 6.555 5.172 8.903  0.27
H 9.027 4.431 8.801  0.28
H 10.579 5.732 10.214  0.22
C 15.639 9.715 12.509  -0.61
C 16.323 10.199 11.250  -0.42
C 15.310 10.719 10.213  -0.55
S 14.437 9.583 9.045  1.22
O 13.111 9.257 9.804  -1.13
C 15.331 8.026 8.874  -0.61
C 15.154 6.942 9.910  -0.40
C 15.933 5.686 9.457  -0.61
H 16.393 9.266 13.164  0.25
H 14.872 8.922 12.332  0.18
H 15.123 10.479 13.048  0.21
H 16.960 9.388 10.817  0.23
H 17.001 11.056 11.551  0.26
H 15.858 11.367 9.549  0.26
H 14.478 11.298 10.639  0.25
H 16.393 8.295 8.872  0.27
H 15.152 7.553 7.886  0.27
H 14.131 6.754 10.195  0.20
H 15.609 7.356 10.829  0.21
H 15.540 5.219 8.561  0.23
H 15.977 5.035 10.391  0.25
H 16.978 5.977 9.270  0.23

=====

Entry 6:
Entry from OMol25: 2 unconnected molecules or ions with the total composition C9H19ClN4O5 (the ωB97M-V functional and the def2-TZVPD basis).

Output
* total energy: -38343.5724 eV

Each line ends with the natural charge from an NBO analysis.
Cartesian coordinates (Å):
C 4.183 -0.586 -0.573  -0.63
C 2.556 -0.500 -0.911  -0.22
C 1.642 -1.111 0.304  -0.65
C 2.236 1.052 -1.321  -0.42
C 1.058 1.784 -0.450  -0.24
C 1.179 3.416 -0.794  -0.63
C -0.397 1.269 -1.073  -0.13
O -1.523 1.439 -0.133  -0.29
N -2.274 0.312 -0.257  0.08
C -2.594 -0.584 0.929  0.24
N -3.408 -1.773 0.443  -0.37
C -3.534 -1.486 -1.058  0.56
N -4.140 -2.212 -2.059  -0.89
N -2.833 -0.197 -1.436  -0.40
H 4.327 -1.537 0.102  0.22
H 4.721 -0.687 -1.631  0.22
H 4.468 0.415 -0.026  0.21
H 2.392 -1.159 -1.873  0.20
H 0.618 -1.480 -0.131  0.20
H 2.215 -2.084 0.693  0.23
H 1.545 -0.413 1.249  0.23
H 1.869 1.044 -2.455  0.20
H 3.230 1.697 -1.300  0.23
H 1.137 1.659 0.710  0.25
H 0.651 4.089 0.009  0.23
H 2.322 3.754 -0.831  0.22
H 0.760 3.620 -1.878  0.20
H -0.214 0.149 -1.399  0.21
H -0.541 1.878 -2.090  0.19
H -2.203 -0.310 2.006  0.36
H -5.010 -1.876 -2.556  0.44
H -3.685 -3.119 -2.371  0.44
H -2.697 0.286 -2.352  0.46
O -2.705 -1.699 5.788  -0.84
Cl -1.610 -1.350 4.903  2.55
O -2.140 -0.761 3.688  -0.94
O -0.857 -2.544 4.572  -0.86
O -0.740 -0.396 5.563  -0.85

=====

Entry 7:
Entry from OMol25: 2 unconnected molecules or ions with the total composition C7H14OS (the ωB97M-V functional and the def2-TZVPD basis).

Output
* total energy: -20363.4434 eV
* energy above the lowest of the compared OMol25 structures with the same formula, charge and spin: 125.3 kcal/mol

Each line ends with the natural charge from an NBO analysis.
Cartesian coordinates (Å):
C 1.814 0.778 -2.179  -0.37
C 1.632 0.915 -3.675  -0.69
C -1.046 0.289 3.545  -0.59
C 0.791 -1.012 -0.812  -0.12
C -1.155 -0.468 2.264  -0.39
C -0.503 -0.679 -0.202  -0.50
C -0.328 -0.008 1.115  -0.40
O 2.353 1.885 0.170  -0.94
S 2.343 2.039 -1.271  1.09
H 0.622 0.938 -3.892  0.22
H 2.262 1.783 -4.087  0.22
H 1.954 0.009 -4.141  0.22
H 0.035 0.165 3.853  0.20
H -1.529 -0.327 4.304  0.20
H -1.527 1.176 3.621  0.20
H 1.621 -1.237 -0.292  0.19
H 0.679 -1.574 -1.704  0.18
H -0.830 -1.439 2.582  0.19
H -2.232 -0.457 2.005  0.19
H -1.032 -1.584 0.067  0.24
H -1.166 -0.051 -0.882  0.24
H -0.618 1.072 1.065  0.21
H 0.732 -0.049 1.454  0.21

=====

no.,strongest force on any atom (eV/A)
1,3.64
2,1.68
3,4.36
4,0.86
5,2.22
6,7.71
7,4.99